Record 1
ORCA calculation (ωB97M-V with the def2-TZVPD basis set) on a structure of composition C32H24BaCl3N4O3 at a distorted geometry.

Summary:
Kohn-Sham gap ... 6.59 eV
Energy above the lowest of the compared OMol25 structures with the same formula, charge and spin ... 348.35 kJ/mol
Net charge ... -1

Positions of all 67 atoms, in Å:
Ba 0.010 0.257 -0.180
O 0.559 1.383 1.580
C 0.219 2.064 2.580
C 1.158 2.402 3.604
C 0.832 3.222 4.643
C -0.452 3.774 4.743
C -1.410 3.423 3.827
C -1.128 2.549 2.766
C -2.203 2.102 1.950
N -2.122 1.322 0.939
C -3.322 0.933 0.269
C -3.299 -0.570 -0.021
N -2.198 -0.850 -0.892
C -2.418 -1.563 -1.927
C -1.475 -1.904 -2.938
C -1.789 -2.957 -3.806
C -0.904 -3.409 -4.752
C 0.332 -2.767 -4.874
C 0.651 -1.700 -4.082
C -0.217 -1.219 -3.057
O 0.111 -0.247 -2.320
H 2.148 1.976 3.513
H 1.568 3.455 5.402
H -0.689 4.464 5.541
H -2.412 3.833 3.923
H -3.200 2.462 2.270
H -3.350 1.432 -0.708
H -4.231 1.214 0.836
H -4.265 -0.859 -0.473
H -3.159 -1.122 0.916
H -3.432 -1.983 -2.070
H -2.752 -3.441 -3.694
H -1.147 -4.253 -5.381
H 1.051 -3.126 -5.600
H 1.607 -1.204 -4.186
C 4.633 0.721 -1.215
C 4.896 2.041 -1.536
C 3.841 2.932 -1.640
C 2.543 2.471 -1.405
N 2.311 1.208 -1.062
C 3.314 0.361 -0.978
C 1.354 3.337 -1.501
C 1.381 4.597 -2.109
C 0.230 5.368 -2.110
C -0.911 4.862 -1.509
C -0.851 3.582 -0.979
N 0.235 2.845 -0.979
H 5.413 -0.019 -1.129
H 5.910 2.373 -1.705
H 4.034 3.967 -1.874
H 3.047 -0.646 -0.705
H 2.271 4.966 -2.601
H 0.216 6.348 -2.571
H -1.828 5.432 -1.465
H -1.718 3.130 -0.528
Cl 4.974 -5.680 1.541
C 3.849 -4.405 1.194
C 3.986 -3.181 1.829
C 3.056 -2.194 1.573
Cl 3.226 -0.640 2.304
C 1.946 -2.362 0.696
O 1.082 -1.461 0.478
C 1.920 -3.623 0.040
Cl 0.680 -3.832 -1.142
C 2.833 -4.627 0.278
H 4.809 -2.994 2.503
H 2.755 -5.561 -0.253

---

Record 2
ORCA calculation (ωB97M-V with the def2-TZVPD basis set) on a structure of composition C32H24Br2IrN10O2 at a distorted geometry.

Summary:
Kohn-Sham gap (spin up / spin down) ... 7.64 / 5.64 eV
Energy above the lowest of the compared OMol25 structures with the same formula, charge and spin ... 0.00 kJ/mol
Net charge ... +2
Multiplicity ... 6

Positions of all 71 atoms, in Å:
Ir -0.484 -0.290 -0.045
O -1.382 -2.050 0.860
C -0.929 -3.228 1.159
C -1.829 -4.309 1.216
C -1.438 -5.593 1.500
C -0.084 -5.832 1.829
C 0.810 -4.815 1.889
C 0.436 -3.512 1.475
C 1.455 -2.554 1.415
N 1.323 -1.342 0.941
N 2.437 -0.663 1.060
C 2.335 0.638 0.667
O 1.191 1.105 0.394
C 3.538 1.421 0.576
C 4.780 0.864 0.828
C 5.932 1.627 0.546
C 5.820 2.887 0.017
C 4.542 3.467 -0.244
C 3.416 2.691 0.048
H -2.842 -4.114 0.942
H -2.161 -6.398 1.440
H 0.184 -6.816 2.085
H 1.859 -4.998 2.095
H 2.424 -2.822 1.790
H 4.894 -0.144 1.253
H 6.893 1.221 0.794
H 6.703 3.475 -0.106
H 4.496 4.433 -0.723
H 2.422 3.097 -0.138
N -3.858 -0.729 0.187
C -3.519 -0.741 -1.080
N -4.503 -0.885 -1.958
C -4.140 -0.917 -3.251
N -5.067 -1.086 -4.191
N -2.857 -0.815 -3.703
C -1.969 -0.670 -2.773
N -2.198 -0.628 -1.436
C -0.550 -0.465 -3.205
C -0.225 -0.353 -4.524
C 1.100 -0.094 -4.885
C 2.045 -0.027 -3.879
C 1.634 -0.119 -2.563
N 0.363 -0.303 -2.221
H -4.805 -0.875 0.443
H -3.154 -0.935 0.889
H -6.040 -1.111 -3.965
H -4.730 -1.190 -5.122
H -1.018 -0.449 -5.243
H 1.430 0.032 -5.870
H 3.129 0.133 -3.987
H 2.337 -0.050 -1.730
Br 0.311 2.190 6.321
C -0.229 1.409 4.725
C -0.383 0.073 4.554
C -0.621 -0.418 3.261
N -0.822 0.384 2.226
C -0.829 1.698 2.435
C -0.535 2.274 3.656
C -1.162 2.484 1.227
C -1.300 3.842 1.264
C -1.578 4.529 0.093
Br -1.442 6.377 0.118
C -1.865 3.826 -1.069
C -1.720 2.465 -1.038
N -1.358 1.821 0.073
H -0.162 -0.636 5.352
H -0.657 -1.499 3.114
H -0.508 3.341 3.850
H -1.141 4.403 2.178
H -2.151 4.394 -1.924
H -1.993 1.878 -1.910

---

Record 3
ORCA calculation (ωB97M-V with the def2-TZVPD basis set) on a structure of composition C32H24Br2IrN7O2S2.

Summary:
Kohn-Sham gap (spin up / spin down) ... 8.04 / 5.33 eV
Energy above the lowest of the compared OMol25 structures with the same formula, charge and spin ... 0.00 kJ/mol
Net charge ... +3
Multiplicity ... 6

Positions of all 70 atoms, in Å:
Ir -0.152 0.185 -0.017
C 2.329 -1.738 4.524
N 1.668 -0.431 4.441
C 1.558 0.472 5.483
C 0.903 1.539 5.021
N 0.602 1.295 3.668
C 1.090 0.060 3.341
S 1.119 -0.863 1.907
C -0.085 2.241 2.854
C -0.420 3.476 3.399
C -1.084 4.408 2.627
C -1.409 4.095 1.314
C -1.040 2.857 0.860
N -0.383 1.936 1.592
H 2.710 -1.860 5.533
H 3.153 -1.784 3.816
H 1.618 -2.531 4.305
H 1.958 0.276 6.463
H 0.637 2.432 5.550
H -0.172 3.735 4.414
H -1.344 5.369 3.050
H -1.933 4.789 0.672
H -1.280 2.555 -0.154
Br -2.267 1.138 -6.640
C -1.712 0.960 -4.877
C -1.786 2.029 -3.999
C -1.352 1.833 -2.705
N -0.865 0.671 -2.248
C -0.794 -0.364 -3.109
C -1.210 -0.250 -4.421
C -0.241 -1.642 -2.583
C -0.060 -2.763 -3.373
C 0.488 -3.911 -2.815
Br 0.740 -5.421 -3.865
C 0.847 -3.915 -1.474
C 0.637 -2.763 -0.751
N 0.107 -1.652 -1.289
H -2.167 2.993 -4.308
H -1.396 2.670 -2.023
H -1.154 -1.083 -5.105
H -0.330 -2.768 -4.418
H 1.278 -4.788 -1.005
H 0.900 -2.725 0.298
O -8.188 -2.817 3.277
C -7.602 -3.051 2.103
O -8.070 -3.773 1.278
C -6.279 -2.390 1.805
C -5.231 -2.353 2.743
C -4.023 -1.808 2.398
C -3.851 -1.287 1.086
S -2.368 -0.597 0.645
C -4.905 -1.347 0.132
C -6.095 -1.911 0.495
H -7.731 -2.162 3.823
H -5.364 -2.777 3.730
H -3.204 -1.786 3.105
H -4.757 -0.967 -0.870
H -6.905 -2.006 -0.217
N 6.631 2.902 -2.271
C 5.616 2.486 -1.932
C 4.342 1.971 -1.510
C 3.820 0.816 -2.081
C 2.590 0.364 -1.652
N 1.879 0.990 -0.705
C 2.389 2.101 -0.153
C 3.609 2.624 -0.523
H 4.364 0.281 -2.846
H 2.163 -0.532 -2.079
H 1.800 2.586 0.612
H 3.987 3.522 -0.056

---

Record 4
ORCA calculation (ωB97M-V with the def2-TZVPD basis set) on a structure of composition C32H24MoNP2S4 at a distorted geometry.

Summary:
Kohn-Sham gap (spin up / spin down) ... 5.20 / 5.21 eV
Energy above the lowest of the compared OMol25 structures with the same formula, charge and spin ... 73.54 kJ/mol
Net charge ... +3

Positions of all 64 atoms, in Å:
Mo -1.055 0.953 -1.725
S -2.800 -0.281 -0.826
P -1.382 -0.960 0.613
C -0.186 0.083 -0.132
P 1.322 0.894 0.269
S 1.313 1.707 -1.653
C 2.855 0.083 0.665
C 4.023 0.804 0.404
C 5.231 0.296 0.848
C 5.265 -0.909 1.543
C 4.099 -1.630 1.776
C 2.881 -1.136 1.342
C 0.901 2.056 1.581
C -0.165 2.946 1.446
C -0.503 3.773 2.499
C 0.201 3.692 3.697
C 1.256 2.802 3.833
C 1.616 1.979 2.777
C -1.168 -2.687 0.245
C -1.828 -3.641 1.021
C -1.714 -4.978 0.672
C -0.946 -5.346 -0.424
C -0.292 -4.387 -1.196
C -0.404 -3.051 -0.870
C -1.804 -0.561 2.292
C -1.049 -1.167 3.303
C -1.330 -0.855 4.620
C -2.351 0.043 4.919
C -3.093 0.640 3.906
C -2.820 0.350 2.581
H 3.987 1.740 -0.142
H 6.146 0.838 0.652
H 6.212 -1.291 1.900
H 4.146 -2.577 2.296
H 1.964 -1.691 1.509
H -0.700 3.013 0.513
H -1.310 4.485 2.391
H -0.073 4.334 4.524
H 1.815 2.760 4.759
H 2.456 1.302 2.871
H -2.423 -3.340 1.874
H -2.225 -5.730 1.258
H -0.854 -6.391 -0.687
H 0.305 -4.694 -2.044
H 0.094 -2.289 -1.462
H -0.277 -1.888 3.059
H -0.770 -1.325 5.417
H -2.578 0.270 5.952
H -3.897 1.321 4.154
H -3.404 0.804 1.789
S -2.038 3.136 -1.809
C -1.748 2.699 -3.472
N -1.050 1.556 -3.630
C -0.895 1.217 -4.976
C -0.266 0.086 -5.485
C -0.260 -0.087 -6.855
C -0.861 0.846 -7.704
C -1.477 1.982 -7.207
C -1.489 2.155 -5.831
S -2.246 3.442 -4.907
H 0.209 -0.619 -4.814
H 0.221 -0.957 -7.279
H -0.850 0.678 -8.772
H -1.935 2.703 -7.871

---

Record 5
ORCA calculation (ωB97M-V with the def2-TZVPD basis set) on a structure of composition C32H24N5O6SSiV.

Summary:
Kohn-Sham gap (spin up / spin down) ... 4.88 / 6.51 eV
Energy above the lowest of the compared OMol25 structures with the same formula, charge and spin ... 0.00 kJ/mol
Net charge ... -1
Multiplicity ... 4

Positions of all 70 atoms, in Å:
V -0.022 0.317 0.451
O 2.384 5.656 -1.347
C 1.839 4.463 -1.002
C 0.560 4.092 -1.411
C 0.096 2.854 -1.023
N 0.841 2.042 -0.288
C 2.048 2.397 0.138
C 2.599 3.613 -0.201
C 2.658 1.349 1.051
O 3.770 1.505 1.518
O 1.855 0.352 1.240
C -1.276 2.269 -1.311
O -2.066 2.888 -2.003
O -1.439 1.119 -0.753
H 1.766 6.134 -1.911
H -0.071 4.732 -2.016
H 3.584 3.890 0.147
S -3.947 -0.779 6.863
N -3.580 -1.790 5.650
C -2.905 -1.092 4.757
C -2.381 -1.605 3.502
C -2.547 -2.902 3.082
C -2.003 -3.286 1.845
C -1.312 -2.366 1.101
N -1.129 -1.083 1.479
C -1.671 -0.688 2.683
C -1.484 0.664 3.059
N -0.780 1.450 2.190
C -0.606 2.734 2.504
C -1.086 3.317 3.660
C -1.795 2.524 4.566
C -1.998 1.195 4.272
C -2.719 0.276 5.134
N -3.258 0.577 6.300
H -3.089 -3.600 3.706
H -2.112 -4.295 1.473
H -0.878 -2.642 0.151
H -0.048 3.332 1.792
H -0.905 4.366 3.848
H -2.187 2.929 5.490
C 2.613 1.685 -4.878
C 3.456 0.817 -4.200
C 2.946 -0.031 -3.223
C 1.590 -0.031 -2.889
C 0.760 0.852 -3.589
C 1.258 1.696 -4.572
Si 0.884 -1.108 -1.477
C -0.364 -2.274 -2.331
C -1.665 -1.835 -2.604
C -2.603 -2.672 -3.194
C -2.268 -3.982 -3.510
C -0.989 -4.445 -3.234
C -0.052 -3.597 -2.655
H 3.007 2.346 -5.641
H 4.515 0.797 -4.432
H 3.619 -0.703 -2.702
H -0.303 0.875 -3.373
H 0.585 2.366 -5.097
H 2.038 -2.036 -1.211
H -1.955 -0.826 -2.326
H -3.602 -2.304 -3.395
H -3.001 -4.639 -3.962
H -0.719 -5.468 -3.472
H 0.946 -3.971 -2.449
C 2.551 -3.408 1.620
O 1.631 -2.393 1.948
H 3.188 -3.674 2.473
H 3.190 -3.129 0.778
H 1.981 -4.293 1.330
H 2.053 -1.525 1.880

---

Record 6
ORCA calculation (ωB97M-V with the def2-TZVPD basis set) on a structure of composition C32H25AsN2O11PSTi at a distorted geometry.

Summary:
Kohn-Sham gap ... 5.50 eV
Energy above the lowest of the compared OMol25 structures with the same formula, charge and spin ... 247.11 kJ/mol
Net charge ... +1

Positions of all 74 atoms, in Å:
Ti 1.009 -0.925 0.911
O 4.788 -1.465 2.957
C 3.597 -1.167 2.495
O 3.338 -1.014 1.314
C 2.518 -1.006 3.494
C 2.625 -1.092 4.868
C 1.487 -0.849 5.631
C 0.297 -0.513 4.998
C 0.276 -0.464 3.618
N 1.362 -0.723 2.888
C -0.916 -0.118 2.737
O -1.977 0.206 3.182
O -0.574 -0.207 1.476
H 5.429 -1.550 2.235
H 3.578 -1.334 5.316
H 1.529 -0.911 6.709
H -0.608 -0.300 5.549
O 3.175 2.828 2.741
N 2.110 2.818 1.850
C 0.996 2.979 2.423
C -0.246 3.109 1.663
C -1.238 3.863 2.299
C -2.416 4.206 1.671
C -2.656 3.767 0.382
C -1.718 2.970 -0.244
C -0.497 2.631 0.348
P 0.257 1.366 -0.778
C 1.156 2.310 -2.048
C 2.348 1.766 -2.526
C 2.908 2.235 -3.704
C 2.265 3.224 -4.432
C 1.093 3.787 -3.946
C 0.536 3.334 -2.762
C -1.977 -0.755 -1.215
C -2.881 -0.876 -0.170
C -4.111 -0.244 -0.241
C -4.461 0.479 -1.370
C -3.570 0.561 -2.429
C -2.322 -0.043 -2.360
H 3.931 2.956 2.160
H 0.941 3.166 3.499
H -1.053 4.217 3.306
H -3.146 4.816 2.184
H -3.583 4.007 -0.120
H -1.943 2.540 -1.214
H 2.821 0.969 -1.966
H 3.826 1.796 -4.073
H 2.676 3.555 -5.376
H 0.599 4.567 -4.511
H -0.388 3.771 -2.404
H -2.603 -1.444 0.707
H -4.799 -0.330 0.590
H -5.420 0.976 -1.421
H -3.838 1.105 -3.325
H -1.648 0.051 -3.191
O 1.472 -5.031 0.748
As 0.646 -3.557 0.294
O 0.022 -2.868 1.663
O 1.767 -2.359 -0.096
C -0.221 -4.113 -1.346
C -0.873 -5.329 -1.457
C -1.439 -5.671 -2.679
C -1.338 -4.816 -3.767
C -0.685 -3.596 -3.646
C -0.128 -3.245 -2.434
S 0.528 -1.549 -2.191
O 0.233 -0.892 -3.450
O -0.727 -1.360 -0.990
O 1.388 0.429 -0.123
H 1.752 -5.039 1.672
H -0.930 -5.997 -0.608
H -1.966 -6.609 -2.781
H -1.771 -5.102 -4.715
H -0.611 -2.895 -4.468

---

Record 7
ORCA calculation (ωB97M-V with the def2-TZVPD basis set) on a structure of composition C32H25Cl5N8O7Ti at a distorted geometry.

Summary:
Kohn-Sham gap ... 5.84 eV
Energy above the lowest of the compared OMol25 structures with the same formula, charge and spin ... 49.20 kJ/mol
Net charge ... +2

Positions of all 78 atoms, in Å:
Ti -0.859 -0.480 0.569
C 2.647 -0.235 4.853
C 1.451 0.467 4.827
C 0.433 0.080 3.967
C 0.620 -1.003 3.119
C 1.817 -1.715 3.153
C 2.825 -1.332 4.020
N -0.438 -1.397 2.234
C -1.026 -2.645 2.413
C -0.658 -3.596 3.370
C -1.357 -4.786 3.445
C -2.441 -5.083 2.602
C -2.843 -4.158 1.673
C -2.121 -2.961 1.582
N -2.467 -1.897 0.781
N -3.491 -1.886 0.069
C -3.710 -0.606 -0.477
C -4.872 -0.388 -1.190
C -5.149 0.911 -1.588
C -4.256 1.921 -1.258
C -3.093 1.596 -0.583
N -2.803 0.348 -0.206
H 3.435 0.063 5.531
H 1.302 1.308 5.490
H -0.511 0.611 3.956
H 1.947 -2.577 2.508
H 3.751 -1.890 4.047
H 0.153 -3.402 4.056
H -1.060 -5.510 4.192
H -2.958 -6.026 2.700
H -3.684 -4.327 1.015
H -5.542 -1.214 -1.377
H -6.059 1.137 -2.127
H -4.455 2.951 -1.514
H -2.374 2.363 -0.329
Cl 4.758 -5.035 -0.685
C 3.370 -4.041 -0.645
C 3.476 -2.705 -0.258
Cl 4.995 -2.054 0.185
C 2.340 -1.899 -0.220
Cl 2.460 -0.251 0.261
C 1.096 -2.423 -0.551
O -0.030 -1.689 -0.494
C 0.996 -3.756 -0.960
Cl -0.555 -4.350 -1.401
C 2.124 -4.566 -1.005
Cl 1.983 -6.197 -1.493
N 0.115 1.875 -3.998
C -0.271 1.130 -5.246
C -0.156 -0.353 -4.938
N -0.944 -0.641 -3.740
H -0.282 2.814 -3.960
H 1.129 2.001 -3.917
H -0.240 1.314 -3.199
H 0.377 1.448 -6.060
H -1.296 1.410 -5.478
H 0.889 -0.599 -4.739
H -0.448 -0.921 -5.824
H -0.582 -1.456 -3.255
H -1.908 -0.843 -3.979
O -0.438 1.349 1.427
C -0.007 1.823 0.334
O -0.179 1.109 -0.703
C 0.697 3.117 0.231
C 1.269 3.404 -0.998
C 1.922 4.598 -1.187
C 2.061 5.524 -0.170
C 1.499 5.196 1.051
C 0.815 4.017 1.283
N 1.633 6.164 2.170
O 2.186 7.204 1.918
O 1.063 5.880 3.195
N 2.465 4.866 -2.531
O 3.163 5.826 -2.675
O 2.093 4.119 -3.431
H 1.228 2.677 -1.788
H 2.585 6.460 -0.308
H 0.395 3.818 2.259